C28H84O17 | ωB97M-V/def2-TZVPD

The highest occupied orbital energy comes out at -9.94 eV. As for the max |F|: 2.47 eV/Å. For the orbital gap, the calculation gives 9.839 eV. As for the energy above the lowest of the compared OMol25 structures with the same formula, charge and spin: 117.4 kcal per mole.

Last columns: bonded neighbours and bond lengths (Å).
Positions of all 129 atoms, in Å:
1 C -5.350 -1.928 -5.609  C2 1.504, H4 1.090, H5 1.090, H6 1.090
2 C -6.793 -2.118 -5.987  C1 1.504, O3 1.471, H7 1.090, H8 1.090
3 O -7.486 -3.245 -5.343  C2 1.471, H9 0.960
4 H -4.940 -1.103 -6.192  C1 1.090
5 H -4.744 -2.815 -5.790  C1 1.090
6 H -5.330 -1.742 -4.535  C1 1.090
7 H -6.768 -2.341 -7.054  C2 1.090
8 H -7.387 -1.227 -5.785  C2 1.090
9 H -8.191 -3.539 -5.925  O3 0.960
10 C -3.287 4.730 3.878  C11 1.511, H13 1.090, H14 1.090, H15 1.090
11 C -4.620 4.020 3.849  C10 1.511, O12 1.411, H16 1.090, H17 1.090
12 O -5.169 4.273 5.124  C11 1.411, H18 0.960
13 H -3.542 5.745 3.573  C10 1.090
14 H -2.578 4.342 3.146  C10 1.090
15 H -2.805 4.704 4.855  C10 1.090
16 H -4.450 2.948 3.748  C11 1.090
17 H -5.276 4.414 3.073  C11 1.090
18 H -5.890 3.644 5.207  O12 0.960
19 C -4.395 -5.550 -0.832  C20 1.466, H22 1.090, H23 1.090, H24 1.090
20 C -3.626 -6.074 -1.964  C19 1.466, O21 1.401, H25 1.090, H26 1.090
21 O -2.924 -7.215 -1.553  C20 1.401, H27 0.960
22 H -4.828 -4.636 -1.239  C19 1.090
23 H -3.708 -5.382 -0.002  C19 1.090
24 H -5.169 -6.239 -0.493  C19 1.090
25 H -2.783 -5.419 -2.186  C20 1.090
26 H -4.259 -6.446 -2.769  C20 1.090
27 H -2.081 -7.001 -1.147  O21 0.960
28 C 5.585 3.873 5.784  C29 1.516, H31 1.090, H32 1.090, H33 1.090
29 C 4.213 3.391 5.355  C28 1.516, O30 1.412, H34 1.090, H35 1.090
30 O 3.555 4.424 4.653  C29 1.412, H36 0.960
31 H 6.282 3.956 4.951  C28 1.090
32 H 5.946 3.181 6.545  C28 1.090
33 H 5.653 4.839 6.284  C28 1.090
34 H 3.650 3.161 6.260  C29 1.090
35 H 4.292 2.418 4.870  C29 1.090
36 H 3.048 4.986 5.243  O30 0.960
37 C 3.325 -4.792 -6.590  C38 1.530, H40 1.090, H41 1.090, H42 1.090
38 C 3.914 -5.063 -5.204  C37 1.530, O39 1.414, H43 1.090, H44 1.090
39 O 3.201 -4.396 -4.182  C38 1.414, H45 0.960
40 H 3.037 -3.741 -6.609  C37 1.090
41 H 2.365 -5.277 -6.772  C37 1.090
42 H 4.005 -4.923 -7.432  C37 1.090
43 H 4.952 -4.772 -5.047  C38 1.090
44 H 3.882 -6.126 -4.969  C38 1.090
45 H 3.221 -4.888 -3.358  O39 0.960
46 C -1.768 -1.919 7.854  C47 1.485, H49 1.090, H50 1.090, H51 1.090
47 C -1.546 -1.001 6.707  C46 1.485, O48 1.417, H52 1.090, H53 1.090
48 O -2.109 -1.585 5.545  C47 1.417, H54 0.960
49 H -2.842 -2.004 8.023  C46 1.090
50 H -1.361 -1.429 8.739  C46 1.090
51 H -1.438 -2.944 7.688  C46 1.090
52 H -0.486 -1.017 6.453  C47 1.090
53 H -1.987 -0.012 6.827  C47 1.090
54 H -1.491 -2.158 5.085  O48 0.960
55 C -5.705 6.766 -1.906  C56 1.474, H58 1.090, H59 1.090, H60 1.090
56 C -4.607 5.786 -1.997  C55 1.474, O57 1.448, H61 1.090, H62 1.090
57 O -5.152 4.465 -1.761  C56 1.448, H63 0.960
58 H -5.481 7.821 -1.754  C55 1.090
59 H -6.285 6.553 -1.008  C55 1.090
60 H -6.248 6.754 -2.852  C55 1.090
61 H -3.851 5.899 -1.220  C56 1.090
62 H -4.070 5.832 -2.945  C56 1.090
63 H -4.467 3.799 -1.668  O57 0.960
64 C 0.312 1.616 -7.499  C65 1.480, H67 1.090, H68 1.090, H69 1.090
65 C -0.312 1.345 -8.814  C64 1.480, O66 1.429, H70 1.090, H71 1.090
66 O 0.231 0.102 -9.263  C65 1.429, H72 0.960
67 H -0.175 2.361 -6.870  C64 1.090
68 H 1.306 2.054 -7.583  C64 1.090
69 H 0.440 0.694 -6.933  C64 1.090
70 H 0.047 2.079 -9.536  C65 1.090
71 H -1.389 1.487 -8.727  C65 1.090
72 H 0.296 0.239 -10.211  O66 0.960
73 C 9.647 -0.096 2.890  C74 1.528, H76 1.090, H77 1.090, H78 1.090
74 C 8.618 -1.184 2.585  C73 1.528, O75 1.453, H79 1.090, H80 1.090
75 O 8.408 -1.982 3.781  C74 1.453, H81 0.960
76 H 9.662 0.621 2.069  C73 1.090
77 H 10.607 -0.607 2.973  C73 1.090
78 H 9.518 0.468 3.813  C73 1.090
79 H 8.971 -1.786 1.748  C74 1.090
80 H 7.639 -0.882 2.213  C74 1.090
81 H 9.101 -2.639 3.878  O75 0.960
82 C 3.544 8.666 -2.125  C83 1.502, H85 1.090, H86 1.090, H87 1.090
83 C 3.142 7.280 -1.709  C82 1.502, O84 1.401, H88 1.090, H89 1.090
84 O 1.985 6.825 -2.353  C83 1.401, H90 0.960
85 H 2.764 9.384 -1.870  C82 1.090
86 H 3.596 8.651 -3.214  C82 1.090
87 H 4.517 9.049 -1.817  C82 1.090
88 H 2.945 7.237 -0.638  C83 1.090
89 H 3.920 6.561 -1.966  C83 1.090
90 H 1.812 5.968 -1.957  O84 0.960
91 C 6.237 1.749 -3.875  C92 1.503, H94 1.090, H95 1.090, H96 1.090
92 C 6.756 2.792 -4.825  C91 1.503, O93 1.441, H97 1.090, H98 1.090
93 O 8.147 3.065 -4.568  C92 1.441, H99 0.960
94 H 6.916 0.896 -3.867  C91 1.090
95 H 5.272 1.334 -4.166  C91 1.090
96 H 6.103 2.063 -2.840  C91 1.090
97 H 6.152 3.671 -4.601  C92 1.090
98 H 6.561 2.499 -5.857  C92 1.090
99 H 8.357 3.948 -4.882  O93 0.960
100 C -0.539 -0.255 -0.498  C101 1.558, O103 1.430, H104 1.090, H105 1.090
101 C 0.693 0.310 0.268  C100 1.558, O102 1.434, H106 1.090, H107 1.090
102 O 0.710 1.736 0.122  C101 1.434, H108 0.960
103 O -1.828 0.106 0.007  C100 1.430, H109 0.960
104 H -0.433 -1.338 -0.424  C100 1.090
105 H -0.476 0.007 -1.554  C100 1.090
106 H 1.587 -0.200 -0.093  C101 1.090
107 H 0.644 0.156 1.346  C101 1.090
108 H 0.839 2.130 0.988  O102 0.960
109 H -1.822 -0.033 0.957  O103 0.960
110 C 3.048 -4.718 3.578  C111 1.529, O113 1.444, H114 1.090, H115 1.090
111 C 3.401 -5.679 4.715  C110 1.529, O112 1.410, H116 1.090, H117 1.090
112 O 3.086 -7.034 4.485  C111 1.410, H118 0.960
113 O 1.706 -4.887 3.075  C110 1.444, H119 0.960
114 H 3.827 -4.854 2.828  C110 1.090
115 H 3.126 -3.667 3.856  C110 1.090
116 H 2.916 -5.366 5.640  C111 1.090
117 H 4.456 -5.607 4.976  C111 1.090
118 H 2.987 -7.508 5.313  O112 0.960
119 H 1.716 -5.617 2.452  O113 0.960
120 C -9.411 -4.012 4.620  C121 1.524, O123 1.439, H124 1.090, H125 1.090
121 C -8.052 -3.490 4.169  C120 1.524, O122 1.456, H126 1.090, H127 1.090
122 O -7.435 -2.637 5.175  C121 1.456, H128 0.960
123 O -9.327 -5.122 5.532  C120 1.439, H129 0.960
124 H -10.047 -4.366 3.808  C120 1.090
125 H -9.964 -3.216 5.118  C120 1.090
126 H -8.027 -3.041 3.176  C121 1.090
127 H -7.403 -4.343 3.973  C121 1.090
128 H -6.476 -2.582 5.170  O122 0.960
129 H -10.012 -5.060 6.202  O123 0.960